One molecule with the formula C5H8O2, computed with ωB97M-V/def2-TZVPD.

```
15
Properties=species:S:1:pos:R:3:forces:R:3
O -1.17924 1.56462 1.46679 0.1 0.1 -0.4
C -0.77814 1.27899 0.36448 -0.1 0.3 -0.1
C 0.65618 1.42662 -0.12227 0.0 0.2 0.1
C 1.28278 -0.00174 -0.22926 0.0 0.0 0.0
C 0.32135 -0.92517 0.48322 -0.1 -0.2 -0.1
C -0.77225 -1.36773 -0.13439 0.3 -0.2 0.4
O -0.89417 -1.24880 -1.48958 -0.2 0.1 -0.2
H -1.45345 0.85876 -0.41088 -0.1 0.4 0.2
H 0.63373 1.94659 -1.08801 0.1 -0.2 0.1
H 1.19808 2.05685 0.58661 0.0 -0.1 0.0
H 2.27571 -0.00877 0.23063 -0.2 0.0 -0.1
H 1.39828 -0.30549 -1.27454 0.0 0.1 0.2
H 0.37142 -1.00431 1.56481 -0.1 0.0 -0.2
H -1.65148 -1.70863 0.40726 0.2 -0.4 -0.1
H -1.75759 -1.56529 -1.77239 0.1 0.0 0.0
```
Positions in Å, forces in eV/Å.

Output
max |F|	0.59	eV Å⁻¹
energy above the lowest of the compared OMol25 structures with the same formula, charge and spin	39.6	kcal/mol
structure (SMILES)	O=CCC/C=C\O
HOMO-LUMO gap	0.352	Ha
energy	-9408.115	eV

Charges computed using Mulliken, reported in e: number 1, O, carries -0.5398; number 2, C, carries 0.0942; number 3, C, carries -0.5651; number 4, C, carries -0.4983; number 5, C, carries -0.3328; number 6, C, carries -0.2143; number 7, O, carries -0.4506; number 8, H, carries 0.3756; number 9, H, carries 0.2717; number 10, H, carries 0.3242; number 11, H, carries 0.2895; number 12, H, carries 0.2834; number 13, H, carries 0.3330; number 14, H, carries 0.2722; number 15, H, carries 0.3573

One molecule with the formula CH4N2S, computed with ωB97M-V/def2-TZVPD.

```
8
Properties=species:S:1:pos:R:3:forces:R:3
N 1.37762 0.08650 0.16199 1.0 -4.2 -0.3
N 0.10064 0.50658 0.07645 -0.5 -0.4 -0.1
C -0.88315 -0.36190 0.02956 4.1 -1.2 -0.4
S -2.42651 0.38827 -0.04124 -1.7 -1.2 0.0
H 1.51478 -0.91669 -0.17943 -0.3 1.7 0.8
H 2.23081 0.57370 -0.06685 -1.0 1.2 -0.2
H -0.54750 -1.41660 -0.05119 -1.0 0.3 0.1
H -1.36669 1.14014 0.07071 -0.6 3.8 0.2
```
Positions in Å, forces in eV/Å.

Output
max |F|	4.32	eV Å⁻¹
energy above the lowest of the compared OMol25 structures with the same formula, charge and spin	79.3	kcal/mol
structure (SMILES)	N/N=C/S
HOMO-LUMO gap	0.329	Ha
energy	-14914.164	eV

Charges computed using Mulliken, reported in e: number 1, N, carries -0.4797; number 2, N, carries -0.1610; number 3, C, carries -0.0729; number 4, S, carries -0.2796; number 5, H, carries 0.2225; number 6, H, carries 0.2362; number 7, H, carries 0.2555; number 8, H, carries 0.2790